1.
Density functional theory data (ωB97M-V/def2-TZVPD) for the molecule C7H14 at a distorted geometry.

```
21
C7H14 ωB97M-V/def2-TZVPD
C -0.491 1.787 0.525
C -0.429 0.318 -0.002
C -1.470 -0.264 -1.100
C -1.324 -0.549 1.024
C 1.021 -0.181 0.247
C 2.302 0.094 -0.520
C 1.675 -1.271 -0.540
H -0.403 1.752 1.627
H 0.289 2.506 0.212
H -1.454 2.243 0.294
H -2.331 -0.934 -0.805
H -1.978 0.590 -1.519
H -0.920 -0.892 -1.783
H -0.808 -0.314 1.923
H -2.393 -0.260 1.094
H -1.323 -1.642 0.833
H 1.215 -0.232 1.329
H 2.263 0.692 -1.422
H 3.234 0.203 0.043
H 2.158 -2.084 -0.007
H 1.169 -1.561 -1.455
```

HOMO-LUMO gap: 10.218 eV
M: 98.19 g/mol
Relative energy (zero: lowest compared OMol25 entry of this formula, charge and spin): 71.1 kcal/mol
Structure (SMILES): CC(C)(C)C1CC1
Strongest force on any atom: 3.521 eV Å⁻¹

2.
Density functional theory data (ωB97M-V/def2-TZVPD) for the molecule C7H14.

```
21
C7H14 ωB97M-V/def2-TZVPD
C 1.676 -0.343 -0.691
C 0.929 -0.430 0.641
C 1.914 -0.177 1.781
C -0.289 0.512 0.665
C -1.354 0.064 -0.329
C -2.381 0.983 -0.926
C -1.316 0.397 -1.803
H 2.070 0.671 -0.841
H 2.526 -1.033 -0.703
H 1.030 -0.585 -1.538
H 0.543 -1.456 0.751
H 2.740 -0.898 1.729
H 2.353 0.826 1.701
H 1.444 -0.270 2.766
H -0.739 0.517 1.670
H 0.049 1.546 0.493
H -1.721 -0.931 -0.073
H -3.392 0.607 -1.066
H -2.320 2.040 -0.685
H -0.534 1.060 -2.166
H -1.620 -0.347 -2.538
```

HOMO-LUMO gap: 11.365 eV
M: 98.19 g/mol
Relative energy (zero: lowest compared OMol25 entry of this formula, charge and spin): 19.6 kcal/mol
Structure (SMILES): CC(C)CC1CC1
Strongest force on any atom: 0.302 eV Å⁻¹

3.
Density functional theory data (ωB97M-V/def2-TZVPD) for a cluster of 2 separate species, C7H14 in total.

```
21
C7H14 ωB97M-V/def2-TZVPD
C -1.510 1.485 0.001
C -1.866 0.129 0.111
C -1.555 -0.707 -0.976
C 0.669 -1.263 1.842
C 1.368 -0.293 1.258
C 1.836 -0.330 -0.174
C 0.977 0.581 -1.060
H -1.779 2.011 -0.919
H -1.560 2.115 0.889
H -0.281 1.199 -0.354
H -1.909 -0.311 1.106
H -1.837 -0.371 -1.977
H -0.311 -0.271 -1.030
H -1.637 -1.786 -0.845
H 0.304 -1.180 2.862
H 0.421 -2.177 1.304
H 1.584 0.620 1.818
H 2.895 -0.036 -0.225
H 1.775 -1.364 -0.535
H 1.092 0.330 -2.122
H 1.324 1.619 -0.975
```

HOMO-LUMO gap: 9.297 eV
M: 98.19 g/mol
Relative energy (zero: lowest compared OMol25 entry of this formula, charge and spin): 113.2 kcal/mol
Strongest force on any atom: 0.237 eV Å⁻¹

no.,highest occupied orbital energy (Ha),energy (eV)
1,-0.3375,-7483.2123
2,-0.3718,-7485.4455
3,-0.3016,-7481.3859